P | A 4-piece molecular cluster, CH8O4 overall. Source: the Open Molecules 2025 dataset; level of theory: the ωB97M-V functional and the def2-TZVPD basis.

Cartesian coordinates (Å):
O 0.011 0.180 2.273
C 0.187 -0.920 1.842
H 1.160 -1.441 1.810
H -0.599 -1.576 1.447
H -0.559 0.353 -2.940
H -0.334 1.165 -1.657
O -0.555 0.271 -1.975
H 0.389 1.785 0.407
H 0.892 3.058 -0.230
O 0.354 2.280 -0.414
H -0.110 -1.315 -1.210
H -0.643 -2.693 -0.840
O 0.146 -2.148 -0.769

Results
multiplicity	1
HOMO energy	-9.95	eV
orbital gap	10.6	eV
structure (SMILES)	C=O.O.O.O

Q | A 4-piece molecular cluster, CH8O4 overall. Source: the Open Molecules 2025 dataset; level of theory: the ωB97M-V functional and the def2-TZVPD basis.

Cartesian coordinates (Å):
O 0.199 -2.006 -0.889
C -0.350 -1.196 -1.593
H -0.118 -0.118 -1.610
H -1.137 -1.509 -2.307
H 0.033 1.932 2.103
H 0.029 0.492 1.598
O -0.010 1.422 1.280
H 1.323 -0.881 2.185
H 0.369 -1.414 1.154
O 0.414 -1.202 2.102
H 0.442 2.585 -1.109
H -1.001 2.177 -0.777
O -0.369 2.243 -1.499

Results
multiplicity	1
HOMO energy	-10.36	eV
orbital gap	11.0	eV
structure (SMILES)	C=O.O.O.O

Name the least stable of them. Q.

P | An isolated ion of composition C4H6NO2 and charge +1. Source: the Open Molecules 2025 dataset; level of theory: the ωB97M-V functional and the def2-TZVPD basis.

Cartesian coordinates (Å):
C 1.882 -1.115 0.857
C 1.098 -1.324 -0.303
C 1.225 -0.115 1.546
C -1.472 1.030 -1.039
N 0.187 -0.401 -0.265
O 0.151 0.319 0.889
O -0.798 -0.271 -1.105
H 2.710 -1.628 1.224
H 1.053 -2.158 -0.934
H 1.694 0.326 2.352
H -1.779 1.270 -1.964
H -0.735 1.865 -0.586
H -2.317 1.012 -0.365

Results
multiplicity	1
HOMO energy	-15.05	eV
orbital gap	10.3	eV
structure (SMILES)	CO[n+]1ccco1
net charge	+1

Q | An isolated ion of composition C4H6NO2 and charge +1. Source: the Open Molecules 2025 dataset; level of theory: the ωB97M-V functional and the def2-TZVPD basis.

Cartesian coordinates (Å):
C 1.874 0.729 0.516
C 1.093 -0.407 0.245
C 1.203 1.756 -0.087
C -1.198 -0.665 -0.702
N 0.068 -0.133 -0.483
O 0.091 1.343 -0.688
O -1.858 -1.229 0.318
H 2.916 0.818 1.084
H 1.041 -1.358 0.775
H 1.515 2.747 -0.363
H -1.706 0.251 -0.894
H -1.139 -1.269 -1.708
H -1.567 -2.115 0.521

Results
multiplicity	1
HOMO energy	-15.67	eV
orbital gap	10.5	eV
structure (SMILES)	OC[n+]1ccco1
net charge	+1

R | C4H6NO2 as an isolated structure. Source: the Open Molecules 2025 dataset; level of theory: the ωB97M-V functional and the def2-TZVPD basis.

Cartesian coordinates (Å):
C -0.784 -1.272 0.560
C 1.396 0.037 1.356
C 0.406 0.547 -0.902
C -1.146 0.335 -1.021
N 0.594 0.016 0.404
O -0.748 -2.072 1.398
O -1.489 -0.918 -0.421
H 2.172 0.946 1.523
H 1.256 -0.706 2.228
H 1.124 -0.063 -1.546
H 0.562 1.657 -1.062
H -1.776 1.167 -0.465
H -1.565 0.325 -2.051

Results
multiplicity	1
HOMO energy	-16.22	eV
orbital gap	11.5	eV
net charge	+1

Name the least stable of them. P.

P | An isolated ion of composition C6H15NO and charge +1. Source: the Open Molecules 2025 dataset; level of theory: the ωB97M-V functional and the def2-TZVPD basis.

Cartesian coordinates (Å):
C -1.336 -0.214 -1.197
C -0.278 0.468 -0.372
C -0.803 1.234 0.974
C 0.545 1.934 1.490
C -1.207 0.403 2.160
N 0.756 -0.540 0.050
C 1.426 -1.011 -1.315
O 0.940 -2.197 -1.701
H -0.821 -0.445 -2.132
H -1.789 -1.025 -0.625
H -2.181 0.482 -1.387
H 0.388 1.211 -0.980
H -1.347 2.042 0.571
H 0.807 2.826 0.960
H 0.567 2.227 2.494
H 1.337 1.218 1.279
H -2.144 -0.011 1.988
H -1.380 1.074 3.082
H -0.530 -0.363 2.509
H 0.236 -1.216 0.472
H 1.361 -0.223 -2.124
H 2.469 -1.110 -1.085
H 0.141 -2.213 -2.214

Results
multiplicity	2
HOMO energy (alpha / beta)	-15.13 / -15.16	eV
orbital gap (alpha / beta)	12.3 / 6.9	eV
expectation value of S²	0.755
net charge	+1

Q | A 2-piece molecular cluster, C6H15NO overall. Source: the Open Molecules 2025 dataset; level of theory: the ωB97M-V functional and the def2-TZVPD basis.

Cartesian coordinates (Å):
C -1.416 0.612 -2.559
C -1.813 -0.361 -1.479
C -1.072 -0.243 -0.142
C 0.446 -0.571 -0.233
N 3.372 1.568 0.955
C 2.501 0.509 0.777
C 1.242 0.585 0.246
H -1.183 0.132 -3.534
H -2.179 1.298 -2.926
H -0.475 1.168 -2.422
H -2.888 -0.537 -1.285
H -1.601 -1.404 -1.795
H -1.653 -0.894 0.538
H -1.193 0.796 0.266
H 0.634 -1.381 0.450
H 0.684 -0.608 -1.294
H 3.208 2.473 0.532
H 3.685 1.562 1.926
H 2.990 -0.472 0.827
H 0.767 1.517 -0.018
H -1.446 -2.704 3.550
H -1.083 -1.294 4.171
O -1.526 -1.750 3.449

Results
multiplicity	2
HOMO energy (alpha / beta)	-14.06 / -14.06	eV
orbital gap (alpha / beta)	10.2 / 6.4	eV
expectation value of S²	0.760
net charge	+1

Name the least stable of them. P.

P | A 7-piece molecular cluster, H14O7 overall. Source: the Open Molecules 2025 dataset; level of theory: the ωB97M-V functional and the def2-TZVPD basis.

Cartesian coordinates (Å):
H 0.304 -0.040 1.377
H -0.376 -0.025 0.074
H 4.373 2.075 -0.587
H 3.332 3.180 -0.626
H -1.061 2.098 -1.237
H -0.969 2.609 0.127
H -3.893 -1.689 -0.743
H -4.475 -2.285 0.531
H 2.000 -1.637 -1.882
H 1.953 -2.398 -0.478
H 2.484 -2.422 1.503
H 3.361 -1.425 1.092
H -3.995 0.604 0.305
H -2.801 1.509 0.431
O 0.498 -0.228 0.503
O 3.526 2.264 -0.171
O -0.810 1.812 -0.351
O -4.646 -1.692 -0.200
O 2.368 -2.376 -1.344
O 2.516 -1.479 1.416
O -3.691 1.545 0.260

Results
multiplicity	1
HOMO energy	-10.50	eV
orbital gap	10.8	eV
structure (SMILES)	O.O.O.O.O.O.O

Q | A 7-piece molecular cluster, H14O7 overall. Source: the Open Molecules 2025 dataset; level of theory: the ωB97M-V functional and the def2-TZVPD basis.

Cartesian coordinates (Å):
O 1.069 -2.574 0.072
H 0.843 -2.926 -0.789
H 1.046 -1.624 -0.043
O -2.303 1.990 -0.894
H -2.427 2.335 -1.778
H -3.171 2.037 -0.494
O -1.372 -2.732 -2.015
H -0.934 -1.892 -1.883
H -1.979 -2.805 -1.279
O 3.311 0.108 2.190
H 3.076 -0.489 2.901
H 2.544 0.670 2.087
O -0.364 -0.092 -2.344
H -0.943 0.626 -2.088
H 0.519 0.242 -2.185
O 1.029 1.768 2.135
H 0.321 1.999 2.737
H 1.601 2.536 2.132
O -0.470 -0.085 0.510
H -0.197 0.661 1.044
H -1.198 0.248 -0.015

Results
multiplicity	1
HOMO energy	-10.21	eV
orbital gap	10.1	eV
structure (SMILES)	O.O.O.O.O.O.O

Name the least stable of them. P.

P | A 7-piece molecular cluster, H14O7 overall. Source: the Open Molecules 2025 dataset; level of theory: the ωB97M-V functional and the def2-TZVPD basis.

Cartesian coordinates (Å):
O -1.266 0.663 -3.127
H -0.835 1.288 -2.544
H -0.747 -0.137 -3.048
O 0.193 2.319 -1.603
H 1.147 2.239 -1.575
H 0.007 3.135 -1.138
O 0.332 -0.612 0.199
H 0.312 0.268 -0.175
H -0.063 -0.513 1.066
O 2.264 -0.862 -2.511
H 2.301 -0.162 -1.859
H 2.723 -0.506 -3.271
O -0.357 0.758 4.332
H -0.637 -0.057 3.915
H -1.173 1.191 4.584
O 0.528 -3.203 0.797
H 1.387 -3.407 1.167
H 0.559 -2.262 0.621
O -1.988 0.132 1.643
H -2.132 0.349 0.722
H -2.555 -0.622 1.804

Results
multiplicity	1
HOMO energy	-10.76	eV
orbital gap	10.6	eV
structure (SMILES)	O.O.O.O.O.O.O

Q | A 7-piece molecular cluster, H14O7 overall. Source: the Open Molecules 2025 dataset; level of theory: the ωB97M-V functional and the def2-TZVPD basis.

Cartesian coordinates (Å):
O -2.311 0.295 -1.880
H -2.819 1.021 -2.243
H -2.923 -0.163 -1.305
O -1.639 -2.663 0.979
H -1.791 -3.539 1.335
H -0.717 -2.666 0.719
O 0.574 0.389 0.405
H 0.820 0.329 -0.518
H -0.376 0.272 0.409
O 2.032 1.160 2.802
H 1.477 0.698 2.175
H 1.945 0.661 3.614
O -0.837 -1.695 -2.862
H -1.430 -0.946 -2.915
H -0.614 -1.760 -1.933
O 3.745 -0.216 -2.040
H 2.993 0.376 -2.042
H 4.476 0.322 -2.345
O -1.221 2.603 2.680
H -0.976 2.839 1.785
H -0.408 2.684 3.180

Results
multiplicity	1
HOMO energy	-11.09	eV
orbital gap	11.2	eV
structure (SMILES)	O.O.O.O.O.O.O

Name the least stable of them. P.